[1]
Here is a single C5H10N4 molecule at a distorted geometry from the OMol25 dataset. Energies are from ωB97M-V/def2-TZVPD.

- Energy above the lowest of the compared OMol25 structures with the same formula, charge and spin: 105.8 kcal/mol
- Molecular weight: 126.2 g/mol
- Lowest unoccupied orbital energy: 0.8 eV
- SMILES: CN1/C=N\N=C/CCN1

Last column: natural (NBO) charge in e.
Positions of all 19 atoms, in Å:
C (-0.722, -1.585, 1.521)  -0.430
C (-0.050, -0.481, -1.314)  -0.218
C (1.137, 0.598, -1.305)  -0.514
C (0.575, 1.918, -1.026)  0.078
C (0.017, 0.574, 1.499)  0.250
H (-1.530, -2.163, 1.214)  0.201
H (-0.725, -1.655, 2.624)  0.218
H (0.152, -2.111, 1.109)  0.184
H (-1.996, -0.303, -0.650)  0.382
H (-0.479, -0.564, -2.378)  0.218
H (0.515, -1.509, -1.340)  0.169
H (1.789, 0.489, -2.123)  0.227
H (1.638, 0.412, -0.391)  0.223
H (0.430, 2.672, -1.866)  0.188
H (0.282, 0.160, 2.494)  0.155
N (-0.990, -0.255, 1.003)  -0.290
N (-1.079, -0.172, -0.460)  -0.492
N (0.375, 2.406, 0.181)  -0.232
N (0.661, 1.565, 1.206)  -0.318

***

[2]
Here is 2 unconnected molecules or ions with the total composition C4H13NO2 at a distorted geometry from the OMol25 dataset. Energies are from ωB97M-V/def2-TZVPD.

- Energy above the lowest of the compared OMol25 structures with the same formula, charge and spin: 90.0 kcal/mol
- Molecular weight: 107.2 g/mol
- Lowest unoccupied orbital energy (spin up / spin down): -3.1 / -8.3 eV
- Spin multiplicity: 2
- Net charge: +1
- ⟨S²⟩: 0.75

Last column: Mulliken spin population.
Positions of all 20 atoms, in Å:
C (0.550, 1.760, 0.084)  0.012
N (-0.042, 0.665, -0.612)  0.794
C (-1.133, -1.258, 0.376)  0.016
C (0.216, -0.581, 0.259)  0.013
C (1.317, -1.630, 0.036)  0.042
O (2.165, -1.215, -0.909)  0.013
H (-0.150, 2.179, 0.813)  0.052
H (1.334, 1.344, 0.738)  0.001
H (0.741, 2.673, -0.575)  0.039
H (-1.137, 0.690, -0.820)  -0.016
H (-1.071, -2.059, 1.189)  0.011
H (-1.856, -0.607, 0.777)  -0.001
H (-1.511, -1.737, -0.543)  -0.003
H (0.400, -0.285, 1.199)  0.012
H (0.834, -2.559, 0.016)  -0.001
H (1.934, -1.694, 0.945)  -0.002
H (1.874, -1.871, -1.585)  0.002
H (-1.487, 1.746, 0.455)  0.011
H (-2.520, 2.775, 0.506)  -0.001
O (-2.513, 1.840, 0.489)  0.006